1) Entry from the Open Molecules 2025 dataset: a 2-piece molecular cluster, C6H9I overall (ωB97M-V/def2-TZVPD).

```
16
C6H9I, DFT ωB97M-V/def2-TZVPD
C 0.337 -0.245 -1.415
C 0.234 0.756 0.641
C 0.137 -0.565 0.024
C 1.222 0.557 -0.364
C -1.718 1.900 -0.024
C 0.320 -1.993 0.658
I 3.239 -0.032 -0.118
H 0.776 -0.855 -2.197
H -0.345 0.587 -1.658
H 0.324 1.060 1.633
H -1.247 2.504 0.739
H -2.243 1.097 0.372
H -1.813 2.280 -0.950
H 0.907 -2.777 0.154
H -0.678 -2.442 0.732
H 0.550 -1.833 1.773
```

Values from the calculation:
Kohn-Sham gap (alpha / beta) ... 7.165 / 7.155 eV
E_LUMO (alpha / beta) ... 0.03 / 0.04 eV
Total charge ... 0
Highest occupied orbital energy (alpha / beta) ... -7.131 / -7.120 eV

=====

2) Entry from the Open Molecules 2025 dataset: one molecule with the formula C6H9I (ωB97M-V/def2-TZVPD).

```
16
C6H9I, DFT ωB97M-V/def2-TZVPD
C -0.261 -0.281 1.499
C 0.016 0.689 -0.619
C 0.151 -0.693 0.094
C -1.051 0.255 0.315
C 0.783 1.952 -0.267
C 0.270 -1.936 -0.605
I -3.074 0.023 -0.072
H -0.757 -0.971 2.079
H 0.456 0.237 2.088
H -0.242 0.648 -1.659
H 0.998 2.115 0.906
H 0.239 2.751 -0.631
H 1.803 2.018 -0.784
H -0.299 -1.690 -1.554
H -0.279 -2.798 -0.205
H 1.247 -2.319 -0.586
```

Values from the calculation:
Kohn-Sham gap ... 9.069 eV
E_LUMO ... 0.63 eV
Total charge ... 0
Structure (SMILES) ... C[C@H]1[C@@]2(C)C[C@]12I
Highest occupied orbital energy ... -8.441 eV

=====

Relative energy table, unit kJ/mol: 1) 324.1; 2) 0.0

=====

1) Entry from the Open Molecules 2025 dataset: an isolated ion of composition C6H14N3O and charge +1 (ωB97M-V/def2-TZVPD).

```
24
C6H14N3O, DFT ωB97M-V/def2-TZVPD
C -2.346 0.186 0.153
C 0.428 -1.662 0.592
C 0.914 -2.589 -0.243
C 0.952 1.895 -0.506
C 2.522 0.088 0.097
C 1.089 0.705 0.339
N -1.146 0.438 0.561
N -3.320 0.996 0.617
N -0.042 -0.245 0.022
O -2.712 -0.825 -0.690
H 0.104 -2.041 1.595
H 1.286 -3.571 0.045
H 1.122 -2.349 -1.253
H -3.699 -0.819 -0.874
H 1.338 1.882 -1.550
H -0.171 1.942 -0.636
H 1.379 2.843 -0.235
H 2.487 -0.540 -0.774
H 3.115 -0.459 0.832
H 3.313 0.913 -0.154
H 1.040 1.001 1.458
H -3.261 1.686 1.339
H -4.242 0.919 0.245
H -0.148 -0.393 -0.978
```

Values from the calculation:
Kohn-Sham gap ... 10.887 eV
E_LUMO ... -2.83 eV
Total charge ... +1
Structure (SMILES) ... C=C[N@@H+](/N=C(/N)O)C(C)C
Highest occupied orbital energy ... -13.718 eV

=====

2) Entry from the Open Molecules 2025 dataset: a 2-piece molecular cluster, C6H14N3O overall (ωB97M-V/def2-TZVPD).

```
24
C6H14N3O, DFT ωB97M-V/def2-TZVPD
C 1.234 0.214 -2.070
C -0.011 0.317 2.153
C 2.130 0.989 -2.910
C 0.890 -1.218 -2.307
C -2.279 0.549 1.747
C -1.453 -1.467 2.795
N 0.598 0.829 -1.127
N -1.129 -0.140 2.413
N 0.917 1.094 2.234
O -0.342 0.299 -0.446
H 2.487 1.841 -2.398
H 3.014 0.428 -3.256
H 1.651 1.297 -3.823
H 0.086 -1.425 -3.140
H 0.534 -1.751 -1.485
H 1.758 -1.818 -2.653
H -3.233 0.160 2.002
H -2.346 1.598 2.058
H -2.109 0.651 0.673
H -0.608 -2.158 2.986
H -1.934 -1.298 3.713
H -2.177 -1.964 2.207
H 1.718 1.118 1.709
H 0.604 1.854 -1.078
```

Values from the calculation:
Kohn-Sham gap (alpha / beta) ... 8.301 / 8.301 eV
E_LUMO (alpha / beta) ... -3.78 / -3.78 eV
Total charge ... +1
Highest occupied orbital energy (alpha / beta) ... -12.081 / -12.082 eV

=====

Relative energy table, unit kJ/mol: 1) 0.0; 2) 113.7

=====

1) Entry from the Open Molecules 2025 dataset: a 6-piece molecular cluster, CH13O5S overall (ωB97M-V/def2-TZVPD).

```
20
CH13O5S, DFT ωB97M-V/def2-TZVPD
C -0.824 -0.619 1.840
S 0.915 -0.182 1.772
H -1.512 0.213 2.146
H -1.112 -0.854 0.811
H -0.887 -1.436 2.517
H 1.047 -2.816 -0.060
H 0.286 -1.673 -0.027
O 0.385 -2.540 -0.600
H -1.356 -1.219 -1.985
H -2.267 -1.512 -0.999
O -2.371 -1.206 -1.906
H 1.211 3.022 0.770
H 0.024 2.207 1.422
O 0.218 3.043 0.997
H -0.833 1.837 -1.812
H -2.310 1.258 -1.874
O -1.632 1.782 -2.406
H 2.059 0.142 -0.194
H 2.092 -0.760 -1.283
O 2.634 -0.052 -0.938
```

Values from the calculation:
Kohn-Sham gap ... 7.395 eV
E_LUMO ... 3.46 eV
Total charge ... -1
Highest occupied orbital energy ... -3.935 eV

=====

2) Entry from the Open Molecules 2025 dataset: a 6-piece molecular cluster, CH13O5S overall (ωB97M-V/def2-TZVPD).

```
20
CH13O5S, DFT ωB97M-V/def2-TZVPD
C 3.887 -0.342 2.349
S 3.202 0.145 0.706
H 4.692 0.345 2.609
H 3.161 -0.262 3.159
H 4.234 -1.371 2.275
H 1.113 1.152 0.531
H -0.051 0.478 1.150
O 0.140 1.074 0.410
H -4.202 1.865 -0.107
H -5.194 3.015 0.285
O -4.948 2.406 -0.411
H -2.208 2.716 0.199
H -1.673 1.480 0.912
O -2.463 2.047 0.843
H -0.704 -4.206 -3.166
H -0.541 -2.759 -2.943
O -1.226 -3.395 -3.224
H 0.265 -1.218 -1.472
H 1.726 -1.513 -1.957
O 0.792 -1.657 -2.147
```

Values from the calculation:
Kohn-Sham gap ... 6.550 eV
E_LUMO ... 3.30 eV
Total charge ... -1
Highest occupied orbital energy ... -3.249 eV

=====

Relative energy table, unit kJ/mol: 1) 52.4; 2) 0.0

=====

1) Entry from the Open Molecules 2025 dataset: a 2-piece molecular cluster, C4H12NO3 overall (ωB97M-V/def2-TZVPD).

```
20
C4H12NO3, DFT ωB97M-V/def2-TZVPD
O 0.517 -1.287 1.757
C -0.805 -1.032 1.742
C -1.120 -0.060 0.518
N 0.128 0.413 -0.118
C -0.017 1.721 -0.852
C 1.330 2.172 -1.370
O -1.642 -1.517 2.430
H 0.671 -2.123 2.239
H -1.760 0.701 0.952
H -1.675 -0.623 -0.236
H 0.355 -0.268 -0.875
H 0.925 0.493 0.531
H -0.734 1.575 -1.659
H -0.496 2.438 -0.187
H 2.226 1.654 -1.022
H 1.458 2.026 -2.446
H 1.519 3.223 -1.150
H 1.015 -1.512 -3.059
H 0.624 -0.192 -3.686
O 0.972 -0.559 -2.876
```

Values from the calculation:
Kohn-Sham gap (alpha / beta) ... 3.652 / 11.402 eV
E_LUMO (alpha / beta) ... 0.71 / 0.48 eV
Total charge ... 0
Highest occupied orbital energy (alpha / beta) ... -2.941 / -10.918 eV
Multiplicity ... 2

=====

2) Entry from the Open Molecules 2025 dataset: a 2-piece molecular cluster, C4H12NO3 overall (ωB97M-V/def2-TZVPD).

```
20
C4H12NO3, DFT ωB97M-V/def2-TZVPD
C -2.323 -0.825 -0.436
C -0.850 -1.274 -0.470
C 0.281 -0.241 -0.046
C 0.019 1.217 -0.574
O 1.269 1.751 -1.070
O -0.549 1.899 0.368
N -2.773 -0.545 0.901
H -2.471 -0.004 -1.154
H -2.887 -1.668 -0.845
H -0.612 -1.483 -1.514
H -0.782 -2.156 0.161
H 1.183 -0.579 -0.542
H 0.369 -0.226 1.034
H 1.373 2.565 -0.571
H -3.750 -0.281 0.961
H -2.257 0.199 1.324
H -0.537 1.143 -1.530
H 4.960 0.797 1.755
H 5.522 -0.461 1.222
O 4.816 0.175 1.024
```

Values from the calculation:
Kohn-Sham gap (alpha / beta) ... 9.971 / 7.243 eV
E_LUMO (alpha / beta) ... 0.80 / -1.95 eV
Total charge ... 0
Highest occupied orbital energy (alpha / beta) ... -9.173 / -9.194 eV
Multiplicity ... 2

=====

Relative energy table, unit kJ/mol: 1) 81.3; 2) 0.0